1.
{
  "formula": "C12H27GeN2O3Ru",
  "method": "wB97M-V/def2-TZVPD",
  "total_charge": 3,
  "e_homo_ev": [-19.34, -19.34],
  "largest_force_ha_per_bohr": 0.0700,
  "lumo_ha": [-0.514, -0.511],
  "elements": ["Ru", "C", "N", "C", "C", "O", "C", "O", "C", "C", "O", "N", "C", "C", "H", "H", "H", "H", "H", "H", "H", "H", "H", "H", "H", "H", "H", "H", "H", "H", "C", "Ge", "C", "C", "C", "H", "H", "H", "H", "H", "H", "H", "H", "H", "H", "H"],
  "positions_angstrom": [[0.5198, -0.9097, 0.5322], [-3.9067, -0.8426, -2.8807], [-2.8896, -1.5167, -2.1238], [-3.0009, -2.9543, -2.0594], [-1.9394, -0.9055, -1.4246], [-1.2063, -1.5630, -0.6482], [-1.7033, 0.6051, -1.5453], [-0.5420, 0.9639, -0.7967], [0.3864, 1.8729, -1.3866], [1.7957, 1.2641, -1.3407], [1.9632, 0.2124, -0.6776], [2.8196, 1.8155, -1.9778], [2.8033, 3.1137, -2.5887], [4.0918, 1.1329, -1.9876], [-4.2372, -1.4801, -3.7028], [-3.5818, 0.1134, -3.2832], [-4.7860, -0.6616, -2.2506], [-3.2748, -3.3434, -3.0419], [-3.7867, -3.2532, -1.3561], [-2.0600, -3.4027, -1.7367], [-2.5665, 1.1374, -1.1223], [-1.5947, 0.8860, -2.6003], [0.3788, 2.7990, -0.7958], [0.1006, 2.1125, -2.4168], [1.8096, 3.4426, -2.8779], [3.4525, 3.1145, -3.4666], [3.2151, 3.8541, -1.8921], [3.9594, 0.0656, -1.8019], [4.7575, 1.5385, -1.2180], [4.5739, 1.2797, -2.9553], [2.6953, -1.5991, 2.1677], [0.9265, -1.6966, 3.1335], [-0.1029, -3.1397, 2.1771], [0.8817, -1.6030, 5.1265], [0.0096, -0.0214, 2.3034], [3.2973, -2.4689, 2.4433], [3.2569, -0.7003, 2.4288], [2.5875, -1.6538, 1.0558], [0.2992, -4.1151, 2.4626], [0.0078, -3.0812, 1.0679], [-1.1638, -3.1196, 2.4326], [1.3769, -2.5087, 5.4798], [-0.1494, -1.5857, 5.4800], [1.4229, -0.7258, 5.4809], [0.5363, 0.9238, 2.4701], [-1.0699, 0.0476, 2.4625]],
  "atomic_forces_ev_per_a": [[-0.8, 1.2, -0.4], [-1.1, 0.7, -0.4], [1.9, 0.7, 1.1], [-0.2, -1.2, 0.3], [-1.5, 0.9, -1.8], [2.9, -0.4, 2.1], [-0.6, -0.1, 0.0], [0.3, -0.6, 0.5], [0.4, 0.4, 0.1], [-0.1, 1.9, -1.5], [-1.1, -2.8, 2.0], [-1.6, -1.3, 0.9], [0.1, 1.3, -0.3], [1.1, -0.6, 0.3], [0.2, 0.1, 0.1], [0.1, 0.0, 0.0], [0.1, 0.0, -0.1], [0.1, 0.1, 0.1], [0.1, 0.1, -0.1], [-0.2, 0.1, -0.1], [0.1, -0.1, -0.2], [0.0, -0.1, 0.2], [0.0, -0.1, -0.2], [0.1, -0.1, 0.2], [-0.1, -0.1, 0.0], [-0.2, -0.1, 0.0], [-0.1, -0.1, -0.1], [0.0, 0.2, -0.1], [-0.1, 0.0, -0.1], [-0.2, 0.0, 0.1], [-0.9, 0.4, 0.1], [0.5, -0.9, 0.8], [0.1, 0.9, 0.1], [-0.1, 0.2, -0.6], [0.1, 0.0, -1.8], [-0.3, -0.2, -0.2], [-0.2, 0.0, -0.2], [0.4, -0.1, 0.0], [0.3, 0.1, -0.1], [-0.2, -0.4, 0.1], [0.1, 0.2, -0.2], [0.0, -0.1, -0.1], [0.0, 0.0, -0.1], [0.0, 0.0, -0.1], [0.1, -0.2, -0.1], [0.0, -0.2, -0.1]],
  "nbo_charge": [1.3257, -0.4352, -0.2957, -0.4346, 0.6637, -0.6204, -0.1508, -0.5423, -0.1509, 0.6609, -0.6239, -0.2979, -0.4325, -0.4348, 0.2621, 0.2257, 0.2464, 0.2536, 0.2435, 0.2355, 0.2536, 0.2425, 0.2532, 0.2449, 0.2246, 0.2595, 0.2466, 0.2366, 0.2417, 0.2537, -1.0493, 1.4793, -1.0494, -0.9565, -0.5992, 0.3219, 0.2853, 0.2130, 0.3198, 0.2148, 0.2849, 0.2886, 0.2787, 0.2786, 0.2654, 0.2693]
}

---

2.
{
  "formula": "C12H27HgN3OV",
  "method": "wB97M-V/def2-TZVPD",
  "total_charge": 2,
  "e_homo_ev": [-15.85, -15.95],
  "spin_multiplicity": 2,
  "largest_force_ha_per_bohr": 0.1257,
  "e_above_lowest_kcal_mol": 94.2,
  "lumo_ha": [-0.376, -0.409],
  "elements": ["N", "C", "O", "Hg", "V", "N", "N", "C", "C", "C", "C", "C", "C", "C", "C", "H", "H", "H", "H", "H", "H", "H", "H", "H", "H", "H", "H", "H", "H", "H", "H", "H", "H", "C", "H", "H", "H", "C", "H", "H", "H", "C", "H", "H", "H"],
  "positions_angstrom": [[1.8736, -0.2682, 1.1239], [2.9813, -0.9446, 1.4427], [3.9471, -1.1640, 0.6597], [2.6727, -0.5993, -1.0833], [0.0404, 0.0018, 0.8093], [-0.5208, -1.4869, -0.4569], [-0.2674, 1.7063, -0.2091], [-0.3840, -2.9337, -0.1190], [0.3528, 3.0524, -0.3065], [0.8074, -3.5414, -0.8954], [-1.6816, -3.7016, -0.4505], [-0.1071, -3.0598, 1.3905], [0.0525, 3.6804, -1.6856], [-0.1826, 3.9673, 0.8185], [1.8759, 2.9153, -0.1533], [0.7147, -3.3577, -1.9814], [0.8658, -4.6339, -0.7460], [1.7565, -3.1084, -0.5295], [-2.5457, -3.2231, 0.0434], [-1.6076, -4.7410, -0.0866], [-1.8774, -3.7402, -1.5356], [0.7907, -2.4845, 1.6852], [0.0796, -4.1135, 1.6601], [-0.9696, -2.7044, 1.9784], [0.3607, 2.9964, -2.4967], [0.6086, 4.6268, -1.7991], [-1.0198, 3.9079, -1.8106], [-1.2836, 4.0386, 0.7826], [0.2245, 4.9894, 0.7224], [0.1045, 3.5645, 1.8029], [2.1278, 2.3913, 0.7838], [2.3544, 3.9096, -0.1498], [2.2893, 2.3468, -1.0108], [-1.6721, 1.6247, -0.6179], [-2.0789, 0.6250, -0.3438], [-2.3199, 2.3715, -0.1160], [-1.8080, 1.7107, -1.7140], [-1.1088, -1.2012, -1.7673], [-2.2006, -1.3967, -1.8008], [-0.9444, -0.1406, -2.0179], [-0.6443, -1.8084, -2.5725], [-0.3597, -0.0197, 2.9143], [-1.4155, -0.3147, 3.0826], [-0.1928, 0.9974, 3.3249], [0.3115, -0.7376, 3.4285]],
  "atomic_forces_ev_per_a": [[2.1, -2.2, 2.8], [-0.9, 3.0, -5.7], [-1.6, -0.7, 4.4], [-0.7, 0.4, -1.7], [-0.1, 0.4, -3.0], [0.8, 1.6, 1.8], [0.0, -2.5, 1.9], [0.1, -0.3, 0.6], [0.8, 0.5, 0.0], [-0.1, 0.1, -0.4], [-0.3, 0.1, -0.2], [0.0, 0.1, 0.0], [-0.3, -0.2, -0.2], [-0.3, -0.1, 0.2], [0.0, -0.2, 0.0], [0.1, -0.1, 0.4], [-0.1, 0.5, 0.0], [-0.2, -0.1, -0.1], [0.3, -0.2, -0.2], [0.0, 0.5, -0.1], [0.1, 0.0, 0.4], [-0.3, -0.3, -0.1], [-0.1, 0.5, -0.1], [0.3, -0.2, -0.2], [-0.1, 0.3, 0.3], [-0.2, -0.5, 0.2], [0.4, 0.0, 0.1], [0.5, 0.1, 0.0], [-0.1, -0.5, -0.1], [-0.1, 0.2, -0.3], [0.0, 0.3, -0.3], [-0.2, -0.5, 0.0], [-0.1, 0.2, 0.3], [-0.6, -0.2, 0.4], [0.0, 0.4, 0.0], [0.5, -0.3, -0.3], [0.2, 0.0, 0.5], [0.0, 0.4, -0.6], [0.5, 0.0, 0.2], [0.0, -0.7, 0.0], [-0.2, 0.2, 0.5], [-0.3, 0.1, -0.4], [0.4, 0.1, -0.3], [0.0, -0.4, -0.5], [-0.4, 0.4, -0.5]],
  "nbo_charge": [-0.8701, 0.8527, -0.5763, 1.1527, 1.4175, -0.5014, -0.4718, 0.0898, 0.0856, -0.6094, -0.6287, -0.6233, -0.6199, -0.6151, -0.6041, 0.2238, 0.2703, 0.1774, 0.2306, 0.2563, 0.2308, 0.1948, 0.2671, 0.2364, 0.2154, 0.2581, 0.2305, 0.2234, 0.2573, 0.2184, 0.2129, 0.2638, 0.1887, -0.4582, 0.2154, 0.2500, 0.2532, -0.4642, 0.2489, 0.2147, 0.2374, -0.8988, 0.2525, 0.2600, 0.2550]
}

---

3.
{
  "formula": "C12H27N4",
  "method": "wB97M-V/def2-TZVPD",
  "total_charge": -1,
  "e_homo_ev": -1.59,
  "largest_force_ha_per_bohr": 0.0117,
  "lumo_ha": 0.113,
  "elements": ["C", "C", "C", "C", "C", "C", "C", "N", "C", "C", "C", "C", "N", "C", "N", "N", "H", "H", "H", "H", "H", "H", "H", "H", "H", "H", "H", "H", "H", "H", "H", "H", "H", "H", "H", "H", "H", "H", "H", "H", "H", "H", "H"],
  "positions_angstrom": [[3.1605, -1.3930, 0.7464], [3.8378, -0.3144, -0.1054], [2.8639, 0.7460, -0.6322], [2.7047, 1.9741, 0.2810], [1.2792, 2.5265, 0.2786], [0.3147, 1.6928, 1.1103], [-1.1414, 2.2511, 1.1118], [-1.7307, 2.6445, -0.1127], [-2.2512, 1.5413, -0.8274], [-1.2918, 0.7686, -1.7880], [-1.7427, -0.6560, -2.1061], [-1.5087, -1.6346, -0.9447], [-2.7653, -2.1012, -0.3171], [-2.6432, -2.5637, 1.0091], [-2.5859, -1.8356, 2.0419], [-2.6361, -3.9925, 1.1244], [3.7095, -2.3374, 0.7278], [2.1465, -1.5868, 0.3885], [3.0735, -1.0898, 1.7917], [4.3762, -0.7843, -0.9333], [4.5943, 0.1907, 0.5065], [1.8786, 0.2901, -0.7657], [3.1852, 1.0794, -1.6231], [3.4106, 2.7506, -0.0346], [2.9888, 1.6989, 1.3052], [1.2621, 3.5553, 0.6554], [0.8982, 2.5899, -0.7455], [0.3171, 0.6502, 0.7615], [0.6851, 1.6709, 2.1475], [-1.1190, 3.1072, 1.8113], [-1.7465, 1.4516, 1.6275], [-3.0880, 1.8678, -1.4742], [-2.6949, 0.7641, -0.1448], [-0.2936, 0.7367, -1.3389], [-1.1890, 1.3395, -2.7178], [-1.2199, -1.0292, -2.9940], [-2.8137, -0.6622, -2.3411], [-0.9224, -2.4985, -1.2885], [-0.9303, -1.1359, -0.1638], [-3.1425, -2.8660, -0.8641], [-2.6762, -0.8521, 1.7791], [-2.8597, -4.2169, 2.0890], [-1.6938, -4.3381, 0.9687]],
  "atomic_forces_ev_per_a": [[-0.1, 0.0, 0.1], [0.1, 0.0, 0.1], [0.0, 0.1, 0.0], [0.0, -0.1, 0.0], [0.0, 0.0, 0.0], [0.1, 0.0, 0.0], [0.0, 0.0, 0.0], [0.0, 0.0, 0.0], [0.0, -0.1, 0.0], [0.1, 0.1, 0.0], [0.0, -0.1, -0.1], [-0.1, 0.3, 0.1], [0.3, -0.5, 0.0], [0.0, 0.0, 0.0], [0.1, 0.0, -0.1], [-0.2, 0.1, 0.4], [0.0, 0.0, 0.0], [0.0, -0.1, 0.0], [-0.1, 0.0, 0.0], [-0.1, 0.0, 0.0], [0.1, -0.1, -0.1], [0.1, 0.0, -0.1], [-0.1, 0.0, 0.0], [0.0, 0.0, 0.0], [0.0, 0.0, 0.0], [0.0, 0.0, 0.0], [0.0, 0.0, 0.0], [0.0, 0.0, 0.0], [-0.1, -0.1, 0.0], [0.0, 0.0, -0.1], [0.0, 0.1, 0.1], [0.0, -0.1, 0.0], [0.0, 0.0, 0.0], [0.0, 0.0, -0.1], [0.0, 0.0, 0.0], [0.0, 0.0, 0.0], [0.0, 0.0, 0.0], [0.0, 0.0, 0.0], [0.0, 0.0, 0.0], [0.0, 0.1, -0.1], [0.0, 0.0, 0.0], [0.1, 0.0, 0.0], [-0.1, 0.0, -0.3]],
  "nbo_charge": [-0.6088, -0.3946, -0.4008, -0.3893, -0.4141, -0.4210, -0.2011, -0.8056, -0.2136, -0.4084, -0.4182, -0.2172, -0.6477, 0.5631, -0.7091, -0.8724, 0.1943, 0.2061, 0.2058, 0.1875, 0.1892, 0.2031, 0.1942, 0.1861, 0.1794, 0.1951, 0.2195, 0.1646, 0.1704, 0.1444, 0.0950, 0.1461, 0.0976, 0.1805, 0.1838, 0.1832, 0.2005, 0.1576, 0.2097, 0.3639, 0.3620, 0.3727, 0.3664]
}

---

4.
{
  "formula": "C12H27N4O",
  "method": "wB97M-V/def2-TZVPD",
  "total_charge": 1,
  "e_homo_ev": -11.65,
  "largest_force_ha_per_bohr": 0.0403,
  "e_above_lowest_kcal_mol": 0.0,
  "lumo_ha": -0.091,
  "elements": ["C", "C", "C", "C", "N", "C", "N", "C", "C", "C", "C", "N", "H", "H", "H", "H", "H", "H", "H", "H", "H", "H", "H", "H", "H", "H", "H", "H", "H", "H", "H", "H", "C", "C", "O", "N", "C", "H", "H", "H", "H", "H", "H", "H"],
  "positions_angstrom": [[-0.9963, 0.7111, 0.9281], [-0.4392, 0.9309, -0.4620], [0.1840, -0.3047, -1.1244], [-0.9181, -1.2271, -1.6535], [0.9906, -1.0724, -0.1750], [2.0767, -1.7288, -0.4858], [2.5961, -1.8269, -1.7085], [3.9069, -1.1683, -1.8528], [4.8066, -1.6440, -0.7042], [4.1392, -2.7541, 0.0774], [4.1658, -4.1173, -0.6193], [2.7586, -2.3744, 0.5022], [-0.2543, 0.3270, 1.6245], [-1.2880, 1.6791, 1.3024], [-1.8700, 0.0762, 0.9431], [-1.2649, 1.2197, -1.0935], [0.2481, 1.7640, -0.4983], [0.7949, 0.0455, -1.9382], [-0.5064, -2.0179, -2.2665], [-1.3664, -1.7261, -0.8049], [-1.6788, -0.6745, -2.1784], [0.6916, -1.1190, 0.7903], [1.9357, -1.6411, -2.4518], [3.8077, -0.0914, -1.8256], [4.3708, -1.4087, -2.7967], [4.9795, -0.8071, -0.0362], [5.7775, -1.9671, -1.0432], [4.6973, -2.8715, 0.9936], [4.8801, -4.7872, -0.1723], [3.1830, -4.5581, -0.5538], [4.3515, -3.9876, -1.6753], [2.8721, -1.6921, 1.2525], [-4.0176, 4.1604, 2.7137], [-3.7307, 3.4856, 1.3955], [-2.6034, 3.4552, 0.9153], [-4.7729, 2.9088, 0.7485], [-6.1658, 2.8486, 1.1610], [-3.0926, 4.5722, 3.1041], [-4.7336, 4.9714, 2.5804], [-4.4148, 3.4432, 3.4327], [-4.5184, 2.4812, -0.1279], [-6.4784, 1.8081, 1.2559], [-6.7931, 3.3347, 0.4133], [-6.3107, 3.3447, 2.1135]],
  "atomic_forces_ev_per_a": [[0.4, 0.3, 0.1], [0.0, -0.4, -0.1], [-1.4, 0.0, 0.2], [0.5, -0.1, 0.4], [0.2, 0.2, -0.4], [-0.1, -0.6, 0.9], [-0.6, 0.3, -1.4], [0.9, -0.5, 0.2], [-0.4, 0.6, 0.2], [0.3, -1.1, 0.4], [-0.6, 0.6, -0.3], [1.3, 1.6, 0.0], [0.1, -0.1, 0.2], [-0.2, 0.2, 0.2], [-0.2, -0.3, 0.0], [-0.2, 0.2, -0.3], [0.3, 0.2, 0.3], [0.5, 0.0, -0.3], [0.0, -0.2, -0.4], [-0.4, -0.1, 0.2], [-0.2, 0.1, -0.3], [-0.2, -0.1, -0.1], [0.1, 0.2, -0.1], [-0.2, 0.3, 0.0], [-0.3, -0.3, -0.4], [0.1, 0.2, 0.2], [0.3, -0.2, -0.2], [0.0, 0.0, 0.4], [0.3, -0.2, 0.0], [-0.2, -0.3, 0.1], [0.3, -0.2, -0.3], [-0.3, -0.6, 0.5], [0.1, 0.0, 0.0], [0.1, 0.1, -0.1], [-0.1, -0.1, 0.0], [0.0, 0.0, 0.2], [0.2, -0.1, -0.3], [0.0, 0.0, -0.1], [-0.1, 0.0, 0.1], [-0.1, 0.1, 0.0], [0.0, 0.0, 0.0], [-0.1, 0.0, 0.1], [-0.1, 0.0, 0.1], [0.0, 0.0, 0.0]],
  "nbo_charge": [-0.6320, -0.3997, -0.0508, -0.6140, -0.5268, 0.6955, -0.5995, -0.2233, -0.4320, -0.0538, -0.6200, -0.5530, 0.1721, 0.2797, 0.2115, 0.2271, 0.2207, 0.2048, 0.2075, 0.2178, 0.2329, 0.4303, 0.4104, 0.2021, 0.2313, 0.2151, 0.2467, 0.2267, 0.2353, 0.2278, 0.2124, 0.3913, -0.7226, 0.6844, -0.6643, -0.6083, -0.4133, 0.2469, 0.2350, 0.2294, 0.3963, 0.2007, 0.2056, 0.2164]
}